Run P
A 3-piece molecular cluster, C2H9NO overall. Source: the OMol25 dataset; level of theory: wB97M-V/def2-TZVPD.

**Total charge**: 0
**E_LUMO**: 0.96 eV
**Frontier orbital gap**: 11.24 eV
**SMILES**: [H][H].C1CO1.N

The geometry in XYZ format:
```
13
C2H9NO wB97M-V/def2-TZVPD
H -3.186 -2.491 -1.073
H -3.788 -2.333 -0.697
C 1.072 0.905 0.863
C 2.444 0.302 0.695
O 1.328 -0.510 0.457
H 0.474 0.811 1.797
H 0.849 1.443 -0.063
H 3.171 -0.070 1.413
H 2.999 0.761 -0.113
N -1.651 0.130 -0.807
H -0.863 0.005 -0.068
H -1.656 1.111 -0.739
H -1.195 -0.065 -1.665
```


Run Q
A 2-piece molecular cluster, C2H9NO overall. Source: the OMol25 dataset; level of theory: wB97M-V/def2-TZVPD.

**Total charge**: 0
**E_LUMO**: 0.91 eV
**Frontier orbital gap**: 10.30 eV
**SMILES**: CN.CO

The geometry in XYZ format:
```
13
C2H9NO wB97M-V/def2-TZVPD
C -1.979 -0.730 0.069
N -1.607 0.760 -0.110
H -1.351 -1.032 0.887
H -2.982 -0.869 0.396
H -1.748 -1.195 -0.981
H -1.789 1.286 -0.926
H -1.921 1.429 0.738
C 1.848 -0.706 -0.052
O 1.934 0.729 0.054
H 2.949 -1.138 -0.412
H 1.347 -0.968 1.085
H 0.970 -1.047 -0.839
H 1.088 0.993 0.284
```


Which is most stable, and by how much? run Q, by 14.1 kcal/mol.


Run P
CHCl4P as an isolated structure. Source: the OMol25 dataset; level of theory: wB97M-V/def2-TZVPD.

**Total charge**: 0
**E_LUMO (spin up / spin down)**: -1.71 / -1.08 eV
**Frontier orbital gap (spin up / spin down)**: 6.18 / 8.34 eV

The geometry in XYZ format:
```
7
CHCl4P wB97M-V/def2-TZVPD
C 1.260 -0.424 1.270
P -1.646 0.127 -0.682
Cl 0.040 0.820 1.248
Cl 0.283 -1.836 0.902
Cl -1.982 1.961 -1.356
Cl 0.081 -0.421 -1.748
H 1.964 -0.228 0.367
```


Run Q
A 2-piece molecular cluster, CHCl4P overall. Source: the OMol25 dataset; level of theory: wB97M-V/def2-TZVPD.

**Total charge**: 0
**E_LUMO (spin up / spin down)**: -1.27 / -1.08 eV
**Frontier orbital gap (spin up / spin down)**: 7.60 / 7.53 eV

The geometry in XYZ format:
```
7
CHCl4P wB97M-V/def2-TZVPD
C 2.465 -0.421 -1.790
P -0.771 0.597 -0.985
Cl 1.801 -1.771 -2.598
Cl 3.311 0.727 -2.810
Cl 3.176 -0.670 -0.237
Cl -1.817 -0.983 -1.633
H 0.509 0.212 -0.435
```


Which is most stable, and by how much? run P, by 6.7 kcal/mol.


Run P
The molecule C17H22N2O3. Source: the OMol25 dataset; level of theory: wB97M-V/def2-TZVPD.

**Total charge**: 0
**E_LUMO**: 0.68 eV
**Frontier orbital gap**: 9.29 eV
**SMILES**: CCC(=O)c1ccc(OC[C@@H](O)Cn2nc(C)cc2C)cc1

The geometry in XYZ format:
```
44
C17H22N2O3 wB97M-V/def2-TZVPD
C -6.450 -0.615 0.837
C -5.082 0.031 1.014
C -4.202 -0.173 -0.206
O -4.586 -0.801 -1.170
C -2.850 0.430 -0.166
C -2.337 1.132 0.927
C -1.062 1.648 0.889
C -0.254 1.480 -0.239
O 0.982 2.035 -0.168
C 1.997 1.588 -1.047
C 3.308 1.516 -0.247
O 3.713 2.784 0.191
C 3.142 0.556 0.957
N 2.682 -0.742 0.565
N 1.366 -0.979 0.504
C 1.224 -2.208 0.044
C -0.118 -2.817 -0.154
C 2.487 -2.779 -0.203
C 3.403 -1.807 0.137
C 4.888 -1.821 0.108
C -0.767 0.808 -1.344
C -2.042 0.288 -1.295
H -6.958 -0.187 -0.023
H -6.341 -1.683 0.665
H -7.062 -0.460 1.723
H -5.191 1.105 1.184
H -4.572 -0.398 1.880
H -2.926 1.270 1.819
H -0.659 2.183 1.734
H 1.767 0.598 -1.446
H 2.111 2.299 -1.875
H 4.104 1.157 -0.908
H 2.955 3.198 0.623
H 4.096 0.478 1.484
H 2.389 0.976 1.630
H -0.243 -3.681 0.497
H -0.886 -2.083 0.074
H -0.235 -3.150 -1.185
H 2.692 -3.762 -0.574
H 5.234 -2.780 -0.266
H 5.277 -1.033 -0.536
H 5.294 -1.672 1.109
H -0.184 0.691 -2.245
H -2.446 -0.243 -2.144
```


Run Q
The molecule C17H22N2O3. Source: the OMol25 dataset; level of theory: wB97M-V/def2-TZVPD.

**Total charge**: 0
**E_LUMO**: 0.34 eV
**Frontier orbital gap**: 8.59 eV
**SMILES**: CCCCC(=O)NCCc1cc2ccc(OC)cc2[nH]c1=O

The geometry in XYZ format:
```
44
C17H22N2O3 wB97M-V/def2-TZVPD
C 1.751 -1.252 3.218
C 0.907 -0.031 3.563
C -0.552 -0.218 3.153
C -1.417 0.979 3.562
C -0.935 2.264 2.907
O -0.377 3.154 3.513
N -1.203 2.331 1.583
C -0.726 3.401 0.741
C 0.572 3.020 0.007
C 0.371 1.803 -0.843
C 0.892 0.593 -0.533
C 0.673 -0.559 -1.346
C 1.202 -1.825 -1.057
C 0.960 -2.893 -1.879
C 0.174 -2.741 -3.035
O 0.003 -3.864 -3.772
C -0.762 -3.794 -4.952
C -0.359 -1.500 -3.343
C -0.112 -0.413 -2.504
N -0.629 0.821 -2.785
C -0.454 1.967 -2.035
O -0.980 3.007 -2.393
H 2.791 -1.088 3.489
H 1.390 -2.128 3.752
H 1.701 -1.464 2.151
H 0.957 0.154 4.637
H 1.312 0.852 3.064
H -0.947 -1.118 3.631
H -0.608 -0.369 2.071
H -1.364 1.115 4.643
H -2.457 0.799 3.282
H -1.605 1.529 1.123
H -1.494 3.659 0.009
H -0.535 4.256 1.393
H 1.361 2.842 0.738
H 0.851 3.860 -0.630
H 1.502 0.480 0.352
H 1.813 -1.949 -0.176
H 1.362 -3.870 -1.666
H -1.795 -3.497 -4.743
H -0.754 -4.799 -5.369
H -0.322 -3.100 -5.675
H -0.964 -1.347 -4.223
H -1.190 0.933 -3.622
```


Which is most stable, and by how much? run Q, by 39.6 kcal/mol.


Run P
The molecule C4H7FO. Source: the OMol25 dataset; level of theory: wB97M-V/def2-TZVPD.

**Total charge**: 0
**E_LUMO**: 1.05 eV
**Frontier orbital gap**: 11.10 eV
**SMILES**: C=C[C@H](F)CO

The geometry in XYZ format:
```
13
C4H7FO wB97M-V/def2-TZVPD
C 0.343 0.595 -2.351
C -0.118 -0.010 -1.259
C 0.592 0.014 0.095
F 0.619 -1.327 0.480
C -0.161 0.791 1.176
O -1.287 0.051 1.571
H 1.168 1.301 -2.284
H 0.015 0.298 -3.387
H -1.009 -0.659 -1.299
H 1.628 0.347 -0.076
H -0.497 1.755 0.758
H 0.486 0.992 2.005
H -0.998 -0.843 1.424
```


Run Q
The molecule C4H7FO. Source: the OMol25 dataset; level of theory: wB97M-V/def2-TZVPD.

**Total charge**: 0
**E_LUMO**: 1.06 eV
**Frontier orbital gap**: 11.47 eV
**SMILES**: FCC[C@@H]1CO1

The geometry in XYZ format:
```
13
C4H7FO wB97M-V/def2-TZVPD
F 2.534 -0.236 0.180
C 1.200 -0.329 -0.153
C 0.339 0.878 0.041
C -1.096 0.651 -0.087
C -1.827 -0.382 0.648
O -1.458 -0.520 -0.704
H 0.720 -1.223 0.218
H 1.244 -0.638 -1.224
H 0.402 1.271 1.066
H 0.730 1.751 -0.472
H -1.618 1.540 -0.425
H -1.405 -1.003 1.369
H -2.908 -0.330 0.779
```


Run R
C4H7FO as an isolated structure. Source: the OMol25 dataset; level of theory: wB97M-V/def2-TZVPD.

**Total charge**: 0
**E_LUMO**: 0.50 eV
**Frontier orbital gap**: 9.68 eV

The geometry in XYZ format:
```
13
C4H7FO wB97M-V/def2-TZVPD
C -1.492 -0.370 -1.236
C 0.276 0.248 0.294
C 0.749 0.315 1.759
C 1.269 -0.029 -0.465
H -0.691 -1.246 -1.400
H -2.723 -0.950 -1.099
H -1.957 0.738 -2.114
H 1.021 1.637 2.027
H -0.426 -0.041 2.251
H 1.722 -0.834 1.915
H 2.399 -0.069 -0.148
O -1.092 0.711 0.043
F 0.945 -0.111 -1.827
```


Run S
A 2-piece molecular cluster, C4H7FO overall. Source: the OMol25 dataset; level of theory: wB97M-V/def2-TZVPD.

**Total charge**: 0
**E_LUMO**: -0.78 eV
**Frontier orbital gap**: 9.03 eV

The geometry in XYZ format:
```
13
C4H7FO wB97M-V/def2-TZVPD
C 1.532 1.188 -0.422
C 0.275 0.244 -0.668
C -0.631 -0.127 0.554
C -0.744 -1.339 1.046
H 2.109 1.255 -1.483
H 2.300 0.942 0.265
H 1.310 2.214 0.041
H -0.224 0.968 -1.422
H 2.121 -1.041 -1.159
H -1.515 -1.382 1.743
H -0.266 -2.316 0.584
O 0.556 -1.122 -1.261
F -1.431 0.948 0.940
```


Which is most stable, and by how much? run P, by 17.3 kcal/mol.


Run P
The molecule C4H7FO. Source: the OMol25 dataset; level of theory: wB97M-V/def2-TZVPD.

**Total charge**: 0
**E_LUMO**: 0.79 eV
**Frontier orbital gap**: 11.19 eV
**SMILES**: OCC1(F)CC1

The geometry in XYZ format:
```
13
C4H7FO wB97M-V/def2-TZVPD
O -0.576 -1.464 1.435
C 0.434 -1.167 0.486
C 0.309 -0.075 -0.604
F 1.151 -0.413 -1.683
C 0.281 1.349 -0.184
C -0.974 0.649 -0.741
H -0.296 -0.890 2.147
H 1.386 -1.087 1.019
H 0.446 -2.124 -0.128
H 0.670 2.034 -0.942
H 0.350 1.685 0.898
H -1.800 0.387 -0.067
H -1.383 1.117 -1.635
```


Run Q
The molecule C4H7FO. Source: the OMol25 dataset; level of theory: wB97M-V/def2-TZVPD.

**Total charge**: 0
**E_LUMO**: 0.94 eV
**Frontier orbital gap**: 10.48 eV
**SMILES**: OCC/C=C\F

The geometry in XYZ format:
```
13
C4H7FO wB97M-V/def2-TZVPD
O -2.303 -0.001 0.962
C -1.186 -0.015 0.088
C 0.116 0.008 0.784
C 1.246 -0.476 -0.085
C 1.485 0.034 -1.335
F 0.619 0.906 -1.924
H -2.239 0.803 1.522
H -1.158 0.895 -0.613
H -1.327 -0.881 -0.573
H 0.053 -0.750 1.661
H 0.420 1.023 1.141
H 1.930 -1.268 0.258
H 2.344 -0.279 -1.885
```


Run R
The molecule C4H7FO. Source: the OMol25 dataset; level of theory: wB97M-V/def2-TZVPD.

**Total charge**: 0
**E_LUMO**: 0.94 eV
**Frontier orbital gap**: 11.34 eV
**SMILES**: C[C@]1(CF)CO1

The geometry in XYZ format:
```
13
C4H7FO wB97M-V/def2-TZVPD
C 0.809 1.543 0.001
C 0.330 0.103 0.214
C -1.051 -0.245 0.712
F -1.939 0.071 -0.413
C 1.325 -0.924 0.292
O 0.602 -0.702 -0.888
H 1.188 1.885 0.945
H 0.080 2.272 -0.286
H 1.711 1.560 -0.630
H -1.214 -1.283 0.742
H -1.210 0.199 1.634
H 2.442 -0.584 0.304
H 1.162 -1.934 0.797
```


Which is most stable, and by how much? run Q, by 6.4 kcal/mol.